(i)
Below is an isolated molecule of C6H8F3N3, with properties calculated with ωB97M-V/def2-TZVPD.

Summary:
molar mass = 179.1 u
gap between HOMO and LUMO = 9.2 eV
LUMO level = -0.3 eV
multiplicity = 1
charge = 0
HOMO energy = -9.43 eV

Geometry as XYZ:
```
20
C6H8F3N3 ωB97M-V/def2-TZVPD
C 0.167 -0.414 -1.040
H -0.988 2.782 -0.802
H 0.775 2.150 -1.085
C -0.056 2.082 0.837
N 1.240 -0.230 -1.634
H -1.702 -2.141 1.004
H -0.906 0.932 -2.286
H -0.313 0.249 1.626
H -1.783 0.528 -0.745
C -0.200 2.046 -0.663
C -0.257 -1.457 0.051
C 0.851 -2.120 0.873
F 1.836 -1.157 1.222
C -0.816 0.748 -1.174
H 0.114 3.097 1.246
N -0.147 1.248 1.777
F 0.290 -2.716 1.964
F 1.415 -3.036 0.161
N -1.499 -1.603 0.277
H 1.981 -0.990 -1.610
```



(ii)
Below is an isolated molecule of C6H8F3N3, with properties calculated with ωB97M-V/def2-TZVPD.

Summary:
molar mass = 179.1 u
gap between HOMO and LUMO = 8.1 eV
LUMO level = 0.3 eV
multiplicity = 1
charge = 0
HOMO energy = -7.78 eV

Geometry as XYZ:
```
20
C6H8F3N3 ωB97M-V/def2-TZVPD
F -3.106 -1.022 -0.421
C -2.010 -0.429 0.263
H -3.088 1.154 -0.931
N -0.156 1.116 -0.383
H 3.441 -0.321 -0.049
H 0.629 -0.770 1.440
C 2.233 -1.740 -0.483
C 0.933 0.988 0.314
H -2.316 1.272 -2.279
C 1.471 -0.200 1.140
H 1.649 1.697 0.133
C 2.714 -0.846 0.519
H 1.862 0.246 2.014
H -1.838 2.350 -1.255
F -2.744 0.187 1.285
N -2.149 1.332 -1.364
N 1.866 -2.375 -1.356
H 3.182 -1.474 1.239
C -1.236 0.295 -0.662
F -1.337 -1.462 0.837
```



Energies, relative to the best one, in kJ/mol: (i) 0.0; (ii) 155.1.



(i)
Below is a cluster of 2 separate species, C3H8N2O2S in total, with properties calculated with ωB97M-V/def2-TZVPD.

Summary:
molar mass = 136.2 u
gap between HOMO and LUMO = 8.9 eV
LUMO level = -0.2 eV
multiplicity = 1
charge = 0
HOMO energy = -9.14 eV

Geometry as XYZ:
```
16
C3H8N2O2S ωB97M-V/def2-TZVPD
H 1.858 0.737 1.283
N 0.576 -0.950 -1.061
H 0.729 -1.603 1.592
H -0.576 1.181 -0.541
S 0.555 1.044 2.582
H -1.544 0.506 1.280
H -0.830 -1.867 0.864
H 1.170 -0.609 -2.871
C -0.143 -1.108 1.169
H -1.058 -0.690 2.788
C -0.707 -0.034 2.010
O 0.222 -0.155 0.095
H -0.087 1.089 -3.362
N 0.292 1.175 -2.189
C 0.576 -0.245 -2.101
O -1.030 1.530 -1.537
```



(ii)
Below is an isolated molecule of C3H8N2O2S, with properties calculated with ωB97M-V/def2-TZVPD.

Summary:
molar mass = 136.2 u
gap between HOMO and LUMO = 9.0 eV
LUMO level = 0.6 eV
multiplicity = 1
charge = 0
HOMO energy = -8.42 eV

Geometry as XYZ:
```
16
C3H8N2O2S ωB97M-V/def2-TZVPD
H -3.524 0.012 -0.757
O -1.646 -0.014 0.003
H 1.712 2.639 0.160
C 0.489 -0.028 0.450
S 2.753 -1.152 -0.544
H -3.180 -1.325 0.346
C 1.754 -0.574 0.903
H -2.669 -1.367 -1.446
H 2.213 0.194 1.636
H -0.399 1.355 -0.745
H 1.588 -1.430 1.570
O 1.599 1.773 -0.355
C -2.834 -0.787 -0.488
H 2.446 0.173 -1.143
N -0.599 -0.755 0.427
N 0.297 1.284 -0.019
```



Energies, relative to the best one, in kJ/mol: (i) 362.9; (ii) 0.0.



(i)
Below is a structure of composition C3H8N2O2S, with properties calculated with ωB97M-V/def2-TZVPD.

Summary:
molar mass = 136.2 u
gap between HOMO and LUMO = 9.1 eV
LUMO level = 0.5 eV
multiplicity = 1
charge = 0
HOMO energy = -8.60 eV

Geometry as XYZ:
```
16
C3H8N2O2S ωB97M-V/def2-TZVPD
S -2.629 0.362 -0.626
H 1.348 0.109 2.282
C 1.455 0.471 1.274
H -1.017 0.686 -2.519
H -0.074 1.844 1.178
H -0.086 -1.642 -0.874
C -0.497 0.024 -0.007
O -2.993 0.963 0.598
H -1.531 0.187 -2.897
H 2.077 -1.710 0.811
O -2.859 -1.096 -0.785
H 2.205 -0.487 -0.641
H 2.440 1.095 1.359
N 0.199 0.982 0.697
N 0.282 -0.987 -0.198
C 1.679 -0.802 0.347
```



(ii)
Below is a cluster of 2 separate species, C3H8N2O2S in total, with properties calculated with ωB97M-V/def2-TZVPD.

Summary:
molar mass = 136.2 u
gap between HOMO and LUMO = 10.6 eV
LUMO level = 0.8 eV
multiplicity = 1
charge = 0
HOMO energy = -9.78 eV

Geometry as XYZ:
```
16
C3H8N2O2S ωB97M-V/def2-TZVPD
C 0.289 -2.970 -1.667
H -0.219 1.163 -1.329
H 1.707 1.873 1.699
O -0.696 -1.678 0.648
H 0.036 -3.682 -0.922
O -2.456 0.256 0.323
C 0.643 0.629 -0.761
H 0.583 -0.445 -1.155
N 0.323 0.608 0.663
H -2.701 -0.468 -0.253
C 0.635 1.794 1.436
H 0.211 1.749 2.464
H 0.278 2.810 1.046
S -0.977 -0.354 1.178
H 1.687 1.037 -0.806
N 0.656 -2.322 -2.564
```



Energies, relative to the best one, in kJ/mol: (i) 82.4; (ii) 0.0.



(i)
Below is an isolated molecule of C3H8N2O2S, with properties calculated with ωB97M-V/def2-TZVPD.

Summary:
molar mass = 136.2 u
gap between HOMO and LUMO = 10.0 eV
LUMO level = 0.7 eV
multiplicity = 1
charge = 0
HOMO energy = -9.30 eV

Geometry as XYZ:
```
16
C3H8N2O2S ωB97M-V/def2-TZVPD
H -1.956 -1.512 0.673
S 0.079 -1.652 -0.495
C -2.212 0.697 -0.535
H -1.986 -0.023 -1.295
H -0.660 -1.122 1.741
C -1.047 -0.970 0.760
N 1.324 0.616 -0.288
H 3.307 -0.701 0.433
O 2.415 1.405 0.098
C 1.558 -0.774 -0.098
N 2.607 -1.383 0.166
O -1.334 0.397 0.580
H -3.288 0.542 -0.230
H 2.732 1.839 -0.736
H 0.480 0.981 0.151
H -2.019 1.661 -0.926
```



(ii)
Below is an isolated molecule of C3H8N2O2S, with properties calculated with ωB97M-V/def2-TZVPD.

Summary:
molar mass = 136.2 u
gap between HOMO and LUMO = 9.9 eV
LUMO level = 0.7 eV
multiplicity = 1
charge = 0
HOMO energy = -9.19 eV

Geometry as XYZ:
```
16
C3H8N2O2S ωB97M-V/def2-TZVPD
S 0.082 -1.553 -0.383
N 2.670 -1.398 0.084
C -2.494 0.465 -0.591
O -1.475 0.534 0.414
H 3.066 1.716 -0.738
H 3.441 -0.788 0.256
H -2.736 1.554 -0.853
C 1.617 -0.740 -0.183
O 2.681 1.306 0.105
H -3.396 -0.039 -0.282
C -1.064 -0.701 0.881
H 0.689 1.064 0.122
N 1.526 0.640 -0.265
H -2.098 -0.091 -1.499
H -0.540 -0.607 1.855
H -1.971 -1.360 1.078
```



Energies, relative to the best one, in kJ/mol: (i) 0.0; (ii) 14.3.



(i)
Below is an isolated molecule of C7H8N2O, with properties calculated with ωB97M-V/def2-TZVPD.

Summary:
molar mass = 136.2 u
gap between HOMO and LUMO = 10.0 eV
LUMO level = 0.7 eV
multiplicity = 1
charge = 0
HOMO energy = -9.30 eV

Geometry as XYZ:
```
18
C7H8N2O ωB97M-V/def2-TZVPD
N 1.222 -1.314 -0.195
H 2.426 2.489 0.333
C 2.151 1.340 0.107
H 0.347 1.919 0.239
C 2.553 -0.952 -0.241
C 0.466 -0.314 -0.061
H -3.732 0.147 0.883
O -1.981 1.337 -0.586
C 3.013 0.296 -0.067
H -3.071 -1.454 0.736
N -1.037 -0.735 0.024
C -2.028 0.230 -0.165
C 0.736 1.081 0.145
H -3.942 -0.497 -0.632
C -3.397 -0.414 0.198
H 4.134 0.455 -0.024
H 3.309 -2.002 -0.278
H -1.171 -1.610 -0.416
```



(ii)
Below is an isolated molecule of C7H8N2O, with properties calculated with ωB97M-V/def2-TZVPD.

Summary:
molar mass = 136.2 u
gap between HOMO and LUMO = 10.2 eV
LUMO level = 0.9 eV
multiplicity = 1
charge = 0
HOMO energy = -9.22 eV

Geometry as XYZ:
```
18
C7H8N2O ωB97M-V/def2-TZVPD
C -1.158 -0.413 -0.299
H 3.493 1.365 -1.190
C 3.614 0.384 -0.602
H -3.630 -0.179 1.996
N 0.636 -0.747 1.401
C 2.323 0.028 -0.008
H 0.809 0.232 -1.577
C -2.326 0.242 0.244
O 2.024 -0.261 1.323
C 0.146 -0.534 0.234
N -1.658 1.005 -0.438
H -4.135 -0.931 0.611
C 1.133 -0.096 -0.647
H 3.843 -0.298 -1.409
H -1.325 -0.914 -1.235
C -3.732 0.088 0.954
H -4.467 0.798 0.572
H 4.408 0.232 0.070
```



Energies, relative to the best one, in kJ/mol: (i) 0.0; (ii) 155.9.



(i)
Below is an isolated molecule of C7H8N2O, with properties calculated with ωB97M-V/def2-TZVPD.

Summary:
molar mass = 136.2 u
gap between HOMO and LUMO = 9.1 eV
LUMO level = 0.4 eV
multiplicity = 1
charge = 0
HOMO energy = -8.76 eV

Geometry as XYZ:
```
18
C7H8N2O ωB97M-V/def2-TZVPD
C -2.552 0.769 -0.362
H -0.822 1.983 -0.808
H -4.153 -0.650 0.040
O 2.175 -1.466 -0.037
C -3.053 -0.490 -0.007
H 3.721 0.795 -0.922
N 2.085 -0.245 0.036
H 4.091 -0.134 0.550
C -0.376 -0.039 -0.105
H -0.084 -2.034 0.714
H -3.014 1.683 -0.778
N 1.020 0.415 0.008
H 3.042 1.543 0.620
C -2.137 -1.455 0.329
C 3.336 0.480 0.106
C -1.177 1.043 -0.396
H -2.660 -2.328 0.607
C -0.777 -1.290 0.299
```



(ii)
Below is an isolated molecule of C7H8N2O, with properties calculated with ωB97M-V/def2-TZVPD.

Summary:
molar mass = 136.2 u
gap between HOMO and LUMO = 9.8 eV
LUMO level = 0.6 eV
multiplicity = 1
charge = 0
HOMO energy = -9.25 eV

Geometry as XYZ:
```
18
C7H8N2O ωB97M-V/def2-TZVPD
C -2.506 -1.050 -1.450
H -3.553 -1.431 -2.046
C -2.623 0.284 -0.848
H -1.049 -2.630 -1.973
C 2.677 1.038 1.834
H 1.270 1.552 -0.514
O 1.021 -0.736 1.919
H 0.804 -1.501 -0.888
H 2.892 0.601 2.628
N -1.506 0.861 -0.313
C -1.330 -1.681 -1.337
H 2.260 2.262 1.945
C 1.411 0.371 1.375
C -0.192 -1.023 -0.825
H -3.383 0.886 -0.632
N 0.731 0.911 0.301
H 3.510 1.023 1.114
C -0.434 0.264 -0.291
```



Energies, relative to the best one, in kJ/mol: (i) 60.5; (ii) 0.0.



(i)
Below is an isolated molecule of C3H11N3, with properties calculated with ωB97M-V/def2-TZVPD.

Summary:
molar mass = 89.1 u
gap between HOMO and LUMO = 9.4 eV
LUMO level = 1.1 eV
multiplicity = 1
charge = 0
HOMO energy = -8.33 eV

Geometry as XYZ:
```
17
C3H11N3 ωB97M-V/def2-TZVPD
H 1.341 1.635 -1.263
H -1.212 -1.311 -1.372
H 2.181 1.297 0.239
H -1.269 2.078 0.600
H 0.793 -0.412 1.798
C -1.624 -0.706 -0.600
H -1.765 0.512 1.082
H 1.881 -1.298 0.676
N -0.673 0.409 -0.497
H -1.681 -1.322 0.368
H 0.090 -1.718 0.600
N 0.585 -0.134 -0.383
C 1.689 0.797 -0.678
H 2.507 0.174 -1.298
H -2.657 -0.205 -0.910
C 0.781 -0.967 0.753
N -0.967 1.169 0.885
```



(ii)
Below is a cluster of 2 separate species, C3H11N3 in total, with properties calculated with ωB97M-V/def2-TZVPD.

Summary:
molar mass = 89.1 u
gap between HOMO and LUMO = 10.1 eV
LUMO level = 1.0 eV
multiplicity = 1
charge = 0
HOMO energy = -9.14 eV

Geometry as XYZ:
```
17
C3H11N3 ωB97M-V/def2-TZVPD
C 0.467 -0.692 -0.544
H 2.680 0.698 -0.639
H 1.759 -2.149 0.403
C 0.998 0.473 0.265
H -0.592 0.323 1.536
H -3.261 1.643 -0.335
H 0.168 -2.013 1.152
N 0.135 0.938 1.216
C 0.699 -2.007 0.202
H 0.984 -0.727 -1.506
H -2.383 1.401 -1.689
N 2.115 1.056 0.124
H -0.599 -0.548 -0.724
H 0.531 1.571 1.892
H -1.627 1.672 -0.267
N -2.420 1.207 -0.695
H 0.345 -2.846 -0.392
```



(iii)
Below is a cluster of 2 separate species, C3H11N3 in total, with properties calculated with ωB97M-V/def2-TZVPD.

Summary:
molar mass = 89.1 u
gap between HOMO and LUMO = 9.9 eV
LUMO level = 1.0 eV
multiplicity = 1
charge = 0
HOMO energy = -8.88 eV

Geometry as XYZ:
```
17
C3H11N3 ωB97M-V/def2-TZVPD
N 1.600 -3.556 1.723
H -1.251 4.243 0.805
N -1.318 2.913 -1.018
C 0.674 -2.691 0.975
H -2.293 4.721 -0.564
H 1.027 -1.703 1.344
H 0.140 -3.225 -1.065
H 1.150 -4.096 2.349
N 0.644 -2.676 -0.507
H 1.291 -2.365 -1.211
H 2.272 -3.909 1.045
C -1.768 3.844 -0.037
H 0.836 3.276 -1.039
C -0.071 2.818 -1.392
H -2.602 3.259 0.437
H 0.318 2.030 -2.052
H -0.379 -2.827 1.297
```



Energies, relative to the best one, in kJ/mol: (i) 396.3; (ii) 0.0; (iii) 330.6.



(i)
Below is a cluster of 2 separate species, C3H11N3 in total, with properties calculated with ωB97M-V/def2-TZVPD.

Summary:
molar mass = 89.1 u
gap between HOMO and LUMO = 9.9 eV
LUMO level = 1.0 eV
multiplicity = 1
charge = 0
HOMO energy = -8.84 eV

Geometry as XYZ:
```
17
C3H11N3 ωB97M-V/def2-TZVPD
H -2.065 1.636 -0.010
H -0.844 -0.349 0.532
H 2.155 -0.019 -0.738
H 1.236 -0.412 -2.216
H -2.137 0.719 2.321
N -0.564 0.528 0.998
H -0.465 1.643 -0.772
C -0.988 1.666 0.189
N -1.120 0.611 2.322
N -0.196 -2.158 -0.930
H -0.734 1.398 2.847
H -0.463 -1.737 -1.826
C 0.991 -1.782 -0.579
H 1.432 -2.171 0.353
C 1.814 -0.830 -1.388
H 2.687 -1.358 -1.777
H -0.740 2.616 0.674
```



(ii)
Below is a cluster of 4 separate species, C3H11N3 in total, with properties calculated with ωB97M-V/def2-TZVPD.

Summary:
molar mass = 89.1 u
gap between HOMO and LUMO = 7.7 eV
LUMO level = 0.7 eV
multiplicity = 1
charge = 0
HOMO energy = -6.98 eV

Geometry as XYZ:
```
17
C3H11N3 ωB97M-V/def2-TZVPD
C 2.155 -1.324 0.998
H 0.987 -0.739 2.611
C 1.077 -0.740 1.523
H -0.572 -0.613 -2.177
H -0.565 2.046 0.758
N -0.137 0.226 -1.823
H 2.931 -1.814 1.584
H -0.282 -0.960 0.801
H -2.557 0.777 -1.797
H 0.531 0.605 0.768
H 2.311 -1.373 -0.080
H 0.849 0.102 -1.645
N -0.060 1.398 0.167
C -0.802 0.833 -0.781
H -2.686 1.291 -0.204
H -1.081 -0.943 0.318
N -2.099 1.229 -1.021
```



(iii)
Below is a cluster of 2 separate species, C3H11N3 in total, with properties calculated with ωB97M-V/def2-TZVPD.

Summary:
molar mass = 89.1 u
gap between HOMO and LUMO = 9.9 eV
LUMO level = 1.1 eV
multiplicity = 1
charge = 0
HOMO energy = -8.75 eV

Geometry as XYZ:
```
17
C3H11N3 ωB97M-V/def2-TZVPD
C 0.818 0.488 -2.021
N -0.363 -1.794 1.532
H -2.380 0.060 1.074
H 0.367 0.112 1.932
N 0.202 1.704 -1.689
H -0.873 -2.515 1.975
H -0.966 0.777 0.321
C -0.579 -0.430 1.922
H -0.249 -1.918 0.535
C 1.864 -0.049 -1.417
N -1.454 0.438 1.122
H 0.192 -0.161 -2.646
H 2.318 0.569 -0.640
H -0.271 2.191 -2.420
H -0.932 -0.462 2.955
H 2.455 -0.879 -1.767
H -0.148 1.867 -0.766
```



(iv)
Below is a cluster of 2 separate species, C3H11N3 in total, with properties calculated with ωB97M-V/def2-TZVPD.

Summary:
molar mass = 89.1 u
gap between HOMO and LUMO = 9.2 eV
LUMO level = 0.9 eV
multiplicity = 1
charge = 0
HOMO energy = -8.24 eV

Geometry as XYZ:
```
17
C3H11N3 ωB97M-V/def2-TZVPD
N -1.991 0.066 0.366
H -3.135 1.671 2.880
H -1.739 0.828 -0.248
H 2.969 -0.058 -0.274
N 1.852 -0.071 -2.112
H 3.489 -2.311 -0.280
H -3.159 2.063 1.211
C -1.765 0.616 1.705
H 2.679 -2.685 -1.908
H -0.708 0.917 1.673
C 2.565 -0.683 -1.065
N -2.632 1.767 2.019
C 2.827 -1.990 -1.095
H 1.225 0.634 -1.748
H -1.966 -0.127 2.491
H -2.928 -0.292 0.241
H 1.462 -0.667 -2.823
```



Energies, relative to the best one, in kJ/mol: (i) 50.8; (ii) 286.3; (iii) 23.6; (iv) 0.0.